Molecular formula: C10H13FN2
Method: DFT, wB97M-V/def2-TZVPD

Geometry (Å):
C  -1.1218  1.3372  1.8211
N  -1.1195  0.1276  0.7863
C  -2.5451  -0.3039  0.3529
C  -2.4059  -1.2461  -0.8311
C  -0.9354  -0.9042  -1.2445
C  -0.4494  0.3776  -0.4481
C  1.0569  0.3232  -0.3185
C  1.9649  1.3392  -0.7880
N  3.2847  1.3372  -0.8640
C  3.8098  0.1116  -0.3034
C  2.9432  -0.7028  0.4592
F  3.7357  -1.7067  1.0759
C  1.6303  -0.6444  0.5195
H  -1.3316  2.2574  1.1489
H  -2.1142  1.3512  2.4131
H  -0.0425  1.3015  2.2961
H  -3.0250  0.6824  0.1013
H  -3.2368  -0.6624  1.0918
H  -2.5352  -2.2146  -0.3709
H  -3.0995  -1.0564  -1.6728
H  -0.3434  -1.9450  -0.9485
H  -0.8652  -0.8528  -2.4122
H  -0.7356  1.2984  -0.9372
H  1.5556  2.0694  -1.5572
H  4.9201  -0.2429  -0.4446
H  1.0053  -1.4317  1.0750

As for the spin multiplicity: 1. The value obtained for the energy above the lowest of the compared OMol25 structures with the same formula, charge and spin is 3.238 eV.

***

Molecular formula: C10H13FeN2O4
Method: DFT, wB97M-V/def2-TZVPD

Geometry (Å):
C  -2.8241  1.5036  0.4657
O  -1.5961  1.6073  1.1896
C  -0.4718  0.8094  0.8532
C  -0.0033  0.7128  -0.4940
C  0.3838  -0.7320  -0.9460
C  0.5617  -1.8461  0.0846
C  0.4354  -1.4238  1.4389
C  0.0455  -0.1257  1.8379
Fe  0.6733  2.8268  0.2912
C  1.8277  2.5610  -0.9959
O  2.8194  2.4808  -1.6113
C  2.0109  3.3379  1.2821
O  3.0767  3.5452  1.7418
C  0.3637  4.4092  -0.2240
O  0.6317  5.5195  -0.4912
H  -3.2301  2.5267  0.4179
H  -2.6934  1.1022  -0.5451
H  -3.4677  0.8331  1.0537
H  -0.6960  1.1350  -1.2396
H  -0.5262  -1.0550  -1.5151
H  1.1535  -0.7121  -1.7362
H  1.3219  -2.6520  -0.1482
H  0.7629  -2.1305  2.2481
H  0.1347  0.3766  2.8446
N  -0.3393  -3.4416  -1.0873
N  0.1391  -4.7794  -0.9209
H  -0.1801  -3.1724  -2.0797
H  -1.3097  -3.3263  -0.7775
H  1.1626  -4.7880  -0.9464
H  -0.1668  -5.1021  0.0091

As for the total charge: +1. As for the spin multiplicity: 5.

***

Molecular formula: C10H13FeNP
Method: DFT, wB97M-V/def2-TZVPD

Geometry (Å):
C  2.1985  -0.4256  0.9246
C  2.3367  -0.4176  2.3554
C  1.5388  -1.5090  2.9167
C  1.0461  -2.2588  1.8122
C  1.4193  -1.5761  0.5330
Fe  0.6357  -0.1813  -1.5282
P  2.2971  1.0126  -2.8118
H  2.6643  0.2457  0.1742
H  2.8296  0.4003  2.8833
H  1.3860  -1.7112  3.9535
H  1.6734  -2.1580  -0.3668
H  0.4646  -3.1731  1.8528
H  2.9707  0.4248  -3.9497
H  3.4308  1.5386  -2.0595
H  1.7878  2.2165  -3.4177
C  -3.7774  0.8818  -0.2119
C  -3.1415  -0.0106  0.6580
C  -1.7802  -0.2836  0.4765
N  -1.1235  0.2736  -0.5554
C  -1.6676  1.2730  -1.2830
C  -3.0214  1.5669  -1.1697
H  -4.8511  1.0975  -0.1034
H  -3.6666  -0.4723  1.4856
H  -1.2151  -0.9282  1.1638
H  -0.9836  1.8375  -1.9345
H  -3.4513  2.3365  -1.7979

As for the spin multiplicity: 6.

***

| no. | E_tot (eV) |
| --- | --- |
| 1 | -16275.1310 |
| 2 | -56123.1370 |
| 3 | -55740.6732 |